DFT (ωB97M-V/def2-TZVPD) results for one molecule with the formula C2H6N2S in a non-equilibrium geometry.

Positions of all 11 atoms, in Å:
C  0.5610  -0.4697  0.0004
C  -1.7115  -0.9932  0.0005
N  -0.3296  -1.3512  -0.0029
N  3.0286  0.6404  -0.0011
S  2.2645  -0.8786  0.0011
H  0.3772  0.6181  0.0043
H  -2.1786  -1.4335  -0.8811
H  -1.8865  0.0926  0.0047
H  -2.1753  -1.4389  0.8815
H  2.8427  1.1857  0.8311
H  2.8516  1.1775  -0.8404

Atomic forces in eV per Å
7.0 7.5 0.0
0.7 0.2 0.0
-6.0 -7.3 0.0
0.1 -0.7 0.0
-1.2 0.8 0.0
0.2 -0.3 0.0
-0.2 -0.1 -0.1
0.0 -0.1 0.0
-0.2 0.0 0.1
-0.2 -0.1 0.0
-0.2 -0.1 0.0

As for the spin multiplicity: 3. The expectation value of S² is 2.007.



DFT (ωB97M-V/def2-TZVPD) results for an isolated ion of composition C5H13NO and charge +1 in a non-equilibrium geometry.

Positions of all 20 atoms, in Å:
C  1.4154  -0.5596  1.5353
N  0.8914  0.4478  0.6188
C  -0.4363  0.7011  0.2109
C  -0.9844  -0.0987  -1.1174
C  0.0581  0.1638  -2.1937
O  1.3756  -0.2754  -1.7553
C  -1.3242  0.1904  1.3430
H  0.7996  -0.5950  2.4456
H  1.4565  -1.5947  1.0586
H  2.3994  -0.2634  1.9338
H  1.5795  1.0934  0.2260
H  -0.7168  1.7310  0.0113
H  -1.1403  -1.0675  -0.6935
H  -1.9366  0.3922  -1.4079
H  -0.2353  -0.3472  -3.0916
H  0.2928  1.2031  -2.5240
H  1.3269  -1.2398  -1.7139
H  -1.5560  -0.9016  1.2371
H  -2.3041  0.7450  1.5014
H  -0.9611  0.2750  2.3756

Atomic forces in eV per Å
-0.1 -0.6 0.3
1.3 0.8 -1.0
-2.5 -1.3 1.2
1.2 2.9 0.6
1.4 -0.2 0.0
-1.0 -0.4 -0.2
-2.4 -0.5 1.6
-0.1 -0.2 -0.6
-0.1 1.3 0.5
-0.2 -0.1 -0.8
0.0 -0.4 0.1
1.1 0.4 0.0
0.1 -1.0 -0.8
0.4 -0.5 0.4
0.0 -0.5 -0.6
-1.0 -0.4 0.7
0.4 0.0 0.0
0.1 0.9 0.0
1.0 -0.7 -1.0
0.6 0.2 -0.4

The net charge is +1. As for the spin multiplicity: 2. The expectation value of S² is 0.756.



DFT (ωB97M-V/def2-TZVPD) results for C11H13ClIrO as an isolated structure in a non-equilibrium geometry.

Positions of all 27 atoms, in Å:
C  -2.6953  -0.9958  0.1078
C  -1.7935  -1.3262  -1.0204
C  -1.3065  -0.0563  -1.5621
H  -1.7297  -2.2837  -1.5243
C  -1.7018  0.9953  -0.7281
C  -2.5104  0.4636  0.3867
H  -3.0762  1.0439  1.0651
H  -3.3817  -1.6509  0.6168
H  -0.7438  0.0462  -2.5131
H  -1.4825  2.0503  -0.8831
Ir  -0.9714  -0.6930  1.0197
Cl  0.4724  -2.3784  1.3459
C  1.7625  -0.0369  -0.1483
C  1.7914  1.3595  -0.6325
C  2.0093  1.3006  -2.0154
H  1.5679  2.2330  0.0327
C  2.3019  -0.0398  -2.3746
C  2.2408  -0.8437  -1.1920
H  2.4962  -1.9229  -1.0850
H  1.8037  -0.3043  0.9548
H  2.0707  2.1564  -2.6523
H  2.5938  -0.3685  -3.3730
C  0.0553  0.2758  3.3115
O  0.0977  0.6491  1.9671
H  -0.0447  1.0149  4.0938
H  0.9404  -0.2825  3.4976
H  -0.7665  -0.4057  3.3050

Atomic forces in eV per Å
-1.1 0.2 -1.3
-1.6 2.0 -1.2
-0.2 -1.6 0.0
0.2 0.1 0.3
-1.1 0.5 0.5
-0.4 -0.7 -3.3
-0.4 0.4 0.6
-0.3 -0.1 -0.3
-0.2 -0.1 1.1
0.1 -0.4 0.2
3.4 -0.4 2.5
0.5 -1.7 0.3
2.8 -0.8 0.6
-1.0 0.2 -0.8
0.1 0.7 1.5
0.3 -0.9 -1.0
0.2 -0.1 0.4
-0.9 -0.6 1.1
-0.4 1.1 -0.3
-0.1 0.5 -2.0
0.0 0.2 -0.4
-0.1 0.0 0.4
0.0 -0.2 -0.7
0.7 2.4 0.4
-0.3 0.8 -0.2
0.9 -0.7 0.5
-1.0 -1.0 1.5

As for the spin multiplicity: 6. The expectation value of S² is 8.794.



DFT (ωB97M-V/def2-TZVPD) results for C6H2InO4 as an isolated structure in a non-equilibrium geometry.

Positions of all 13 atoms, in Å:
In  1.4816  -3.4252  -6.0347
C  1.3148  0.6741  0.7089
C  0.9701  -0.2883  -0.3142
C  -0.5597  -0.7002  -0.4236
O  -0.8605  -1.4821  -1.3423
C  -1.5187  -0.0464  0.3306
C  -1.1949  0.8479  1.2720
C  0.3100  1.1240  1.5005
O  0.7352  1.8022  2.5259
O  -2.1934  1.4552  1.8591
O  1.7524  -0.7051  -1.1811
H  2.3295  0.8862  1.0119
H  -2.5664  -0.1423  0.0868

Atomic forces in eV per Å
0.0 0.0 0.1
0.5 -2.3 -1.9
0.6 -0.6 -2.2
1.8 -2.2 -3.2
0.5 1.0 1.5
-1.3 -1.2 -1.5
-2.3 4.6 4.1
-0.8 3.9 6.1
-2.1 -1.8 -2.9
4.4 -1.8 -1.4
-1.4 0.6 1.7
0.1 0.2 -0.3
-0.1 -0.3 -0.1

The net charge is +1.



DFT (ωB97M-V/def2-TZVPD) results for C21H18BrF4INaPTe as an isolated structure.

Positions of all 48 atoms, in Å:
Na  -2.6111  0.5804  -1.5100
F  2.3333  -5.2126  -1.6775
C  1.6663  -4.1677  -1.1982
C  1.7450  -3.8450  0.1359
F  2.4989  -4.5811  0.9485
C  1.0574  -2.7432  0.6232
F  1.2363  -2.4805  1.9213
C  0.2476  -1.9585  -0.1780
P  -0.8036  -0.5617  0.4206
C  0.3718  0.8458  0.2570
C  -0.1483  2.1126  0.5421
C  0.6413  3.2477  0.4457
C  1.9678  3.1348  0.0431
C  2.4935  1.8856  -0.2523
C  1.7006  0.7469  -0.1424
C  -0.9180  -0.7775  2.2404
C  -0.1210  -0.0980  3.1578
C  -0.3054  -0.2847  4.5199
C  -1.2813  -1.1581  4.9806
C  -2.0826  -1.8358  4.0725
C  -1.9097  -1.6403  2.7085
C  0.1976  -2.3092  -1.5338
Br  -0.7962  -1.3285  -2.8112
C  0.8956  -3.3867  -2.0391
F  0.8555  -3.7124  -3.3305
H  -1.1811  2.2096  0.8663
H  0.2246  4.2196  0.6811
H  2.5921  4.0174  -0.0271
H  3.5281  1.7913  -0.5599
H  2.1262  -0.2228  -0.3737
H  0.6553  0.5775  2.8198
H  0.3219  0.2501  5.2229
H  -1.4188  -1.3054  6.0449
H  -2.8542  -2.5102  4.4216
H  -2.5535  -2.1546  2.0026
I  -3.6863  -2.7754  -0.6155
C  -4.4280  -0.7066  -0.5228
H  -4.6934  -0.6286  0.5347
H  -5.3731  -0.8157  -1.0645
C  0.2310  4.4656  -3.3329
Te  -0.4442  2.4713  -3.5895
C  1.5133  1.6685  -3.7411
H  0.5835  4.8560  -4.2837
H  1.0288  4.4495  -2.5914
H  -0.5956  5.0697  -2.9652
H  2.1205  2.1239  -2.9609
H  1.9148  1.8830  -4.7278
H  1.4565  0.5938  -3.5821

Atomic forces in eV per Å
-0.3 -0.1 0.2
0.0 0.1 0.0
0.1 -0.2 -0.1
0.1 -0.1 0.1
0.0 0.1 0.0
0.1 -0.1 0.3
0.0 0.0 -0.1
-0.2 0.1 -0.1
0.4 0.1 0.2
0.0 0.0 0.2
0.0 0.0 0.0
0.0 -0.1 0.0
0.0 0.0 0.0
-0.1 0.0 0.0
0.0 0.0 -0.1
-0.1 -0.1 -0.1
0.0 0.1 0.0
0.0 0.0 0.0
0.0 0.0 0.0
0.0 0.0 0.0
0.0 0.0 0.0
-0.1 0.1 0.0
0.1 -0.1 -0.1
0.0 0.0 -0.1
0.0 0.1 0.0
0.0 0.0 0.0
0.0 0.0 0.0
0.0 0.0 0.0
0.0 0.0 0.0
0.0 0.0 0.0
0.0 0.0 0.0
0.0 0.0 0.0
0.0 0.0 0.0
0.0 0.0 0.0
0.0 0.0 0.0
0.0 0.0 0.0
0.1 0.2 -0.3
0.0 0.0 0.0
0.0 0.0 0.1
0.0 0.0 0.1
-0.3 -0.2 -0.1
0.1 0.0 0.0
0.0 0.0 0.1
0.0 0.1 -0.1
0.0 0.0 0.0
0.0 -0.1 -0.1
0.0 0.0 0.0
0.0 0.0 0.0



DFT (ωB97M-V/def2-TZVPD) results for C51H39BrN3O2PtS as an isolated structure.

Positions of all 98 atoms, in Å:
Pt  -0.2202  0.5448  -0.0441
O  -0.5355  -0.6242  1.5109
C  -1.8236  -1.1169  1.8212
C  -2.6676  -1.4095  0.5465
C  -1.8394  -2.0594  -0.5037
C  -1.9718  -3.4064  -0.7900
C  -1.1001  -3.9990  -1.6853
C  -0.1078  -3.2248  -2.2560
C  -0.0260  -1.8775  -1.9415
C  1.0956  -1.0408  -2.4560
C  2.1368  -0.7801  -1.3507
O  1.5403  -0.3374  -0.1524
C  2.8354  -2.1058  -1.0335
C  2.7259  -2.6980  0.2159
C  3.3387  -3.9205  0.4675
C  4.0662  -4.5579  -0.5243
C  4.1944  -3.9595  -1.7722
C  3.5861  -2.7407  -2.0214
C  3.1645  0.2757  -1.7674
C  4.1429  0.6074  -0.8318
C  5.0415  1.6314  -1.0738
C  4.9934  2.3349  -2.2721
C  4.0439  1.9956  -3.2219
C  3.1348  0.9727  -2.9697
N  -0.9060  -1.2959  -1.1031
C  -1.5941  -2.4600  2.5241
C  -0.4629  -3.2137  2.2339
C  -0.2929  -4.4702  2.7997
C  -1.2514  -4.9885  3.6571
C  -2.3834  -4.2406  3.9506
C  -2.5530  -2.9851  3.3864
C  -2.5640  -0.1504  2.7455
C  -3.8922  0.2227  2.5838
C  -4.4844  1.1431  3.4425
C  -3.7524  1.7019  4.4772
C  -2.4339  1.3030  4.6746
C  -1.8564  0.3745  3.8258
H  -3.0832  -0.4842  0.1461
H  -3.5097  -2.0468  0.8132
H  -2.7326  -3.9803  -0.2799
H  -1.1750  -5.0542  -1.9117
H  0.6277  -3.6534  -2.9222
H  0.7025  -0.0911  -2.7983
H  1.5695  -1.5162  -3.3133
H  2.1668  -2.1866  0.9870
H  3.2520  -4.3697  1.4490
H  4.5425  -5.5090  -0.3268
H  4.7770  -4.4404  -2.5472
H  3.7135  -2.2700  -2.9905
H  4.1850  0.0618  0.1034
H  5.7889  1.8775  -0.3307
H  5.7040  3.1270  -2.4690
H  4.0101  2.5192  -4.1694
H  2.4172  0.7258  -3.7432
H  0.2822  -2.8103  1.5626
H  0.5946  -5.0449  2.5666
H  -1.1165  -5.9664  4.1000
H  -3.1337  -4.6320  4.6249
H  -3.4364  -2.4066  3.6308
H  -4.4954  -0.2006  1.7903
H  -5.5221  1.4173  3.2999
H  -4.2108  2.4189  5.1459
H  -1.8660  1.7022  5.5052
H  -0.8429  0.0365  3.9988
S  1.2353  4.2134  -2.2031
C  0.2137  3.4012  -3.3484
C  -0.1287  3.8108  -4.6330
C  -0.9798  3.0075  -5.3642
C  -1.4748  1.8146  -4.8270
C  -1.1222  1.4000  -3.5591
C  -0.2667  2.2063  -2.8071
N  0.2156  1.9681  -1.5210
C  0.9704  2.9514  -1.0817
C  1.4167  2.9030  0.2936
C  2.3094  3.8005  0.8718
C  2.6749  3.6220  2.1939
C  2.1624  2.5490  2.9144
C  1.2714  1.6488  2.3389
C  0.8828  1.8402  1.0290
H  0.2549  4.7351  -5.0429
H  -1.2649  3.3030  -6.3643
H  -2.1400  1.2006  -5.4186
H  -1.4915  0.4627  -3.1636
H  2.7247  4.6165  0.2922
H  3.3726  4.3036  2.6603
H  2.4745  2.4004  3.9404
H  0.9069  0.7910  2.8853
Br  -5.1172  2.6966  -2.1143
C  -3.8885  2.6760  -0.6938
C  -3.9735  3.5763  0.3559
C  -3.0319  3.4947  1.3632
C  -2.0281  2.5472  1.2881
N  -1.9403  1.6986  0.2550
C  -2.8666  1.7506  -0.7111
H  -4.7632  4.3146  0.3819
H  -3.0655  4.1586  2.2146
H  -1.2893  2.4408  2.0683
H  -2.7845  1.0281  -1.5072

Atomic forces in eV per Å
0.4 0.2 0.0
0.0 0.1 0.2
0.0 -0.2 -0.1
-0.1 0.2 0.0
0.0 -0.1 0.0
0.0 0.0 0.0
0.0 0.0 0.0
0.0 0.0 0.0
0.0 -0.1 0.0
-0.1 0.2 0.0
0.1 0.0 0.1
-0.2 -0.3 0.1
0.1 0.0 -0.1
0.0 0.0 0.0
0.0 0.0 0.0
0.0 0.0 0.0
0.0 0.0 0.0
0.0 0.0 0.0
0.0 0.1 -0.1
0.0 0.1 0.1
0.0 0.0 0.0
0.0 0.0 0.0
0.1 0.0 0.0
0.0 -0.1 0.0
0.0 -0.1 0.1
-0.1 -0.1 0.0
0.0 0.0 0.0
0.0 0.0 0.0
0.0 0.0 0.0
0.0 0.0 0.0
0.0 0.0 0.0
0.0 0.0 0.1
0.0 0.0 -0.1
0.0 0.0 0.0
0.0 0.0 0.0
0.0 0.0 0.0
0.0 0.0 0.0
0.0 -0.1 0.1
0.0 0.0 0.0
0.0 0.0 0.0
0.0 0.0 0.0
0.0 0.0 0.0
0.0 0.1 -0.1
0.0 -0.1 0.0
0.0 0.0 0.0
0.0 0.0 0.0
0.0 0.0 0.0
0.0 0.0 0.0
0.0 0.0 0.0
0.0 0.0 0.0
0.0 0.0 0.0
0.0 0.0 0.0
0.0 0.0 0.0
0.0 0.0 0.0
0.0 0.0 0.0
0.0 0.0 0.0
0.0 0.0 0.0
0.0 0.0 0.0
0.0 0.0 0.0
0.0 0.0 0.0
0.0 0.0 0.0
0.0 0.0 0.0
0.0 0.0 0.0
0.0 0.0 0.0
0.0 0.0 0.0
0.0 0.0 0.0
0.0 0.0 0.0
0.0 0.0 0.0
0.0 0.0 0.0
0.0 0.0 0.0
0.1 0.0 0.0
-0.1 0.0 0.0
0.0 -0.1 0.0
0.0 0.0 0.0
0.0 0.0 0.0
0.0 0.0 0.0
0.0 0.0 0.1
0.0 0.0 0.0
-0.1 0.1 -0.2
0.0 0.0 0.0
0.0 0.0 0.0
0.0 0.0 0.0
0.0 0.0 0.0
0.0 0.0 0.0
0.0 0.0 0.0
0.0 0.0 0.0
0.0 0.0 0.0
0.0 0.0 0.0
0.0 0.0 0.0
-0.1 0.0 0.0
0.0 0.0 0.1
0.0 -0.1 0.0
-0.1 0.1 -0.1
0.0 0.0 0.0
0.0 0.0 0.0
0.0 0.0 0.0
0.0 0.1 -0.1
0.0 0.0 -0.1

The net charge is +1.



DFT (ωB97M-V/def2-TZVPD) results for C19H21ClO6RhS as an isolated structure.

Positions of all 49 atoms, in Å:
Rh  -0.9953  0.9420  0.9994
O  2.7305  2.9167  0.8210
C  1.5858  2.3247  1.0638
O  0.8467  1.9050  0.1889
C  1.3021  2.1794  2.5376
O  -0.0176  1.6849  2.7560
C  -0.9412  2.6390  3.3425
C  -1.6972  3.4085  2.2632
O  -2.1948  4.4730  2.5120
O  -1.7795  2.7814  1.1127
H  2.8814  2.9619  -0.1381
H  1.4466  3.1391  3.0332
H  2.0080  1.4537  2.9418
H  -0.4065  3.3184  4.0014
H  -1.6431  2.0508  3.9326
Cl  -2.4167  -1.0931  -4.1217
C  -2.6084  -0.6874  -2.4580
C  -2.8917  -1.7288  -1.5402
C  -2.9910  -1.4569  -0.2135
C  -2.8832  -0.1177  0.2722
C  -2.7970  0.2177  1.6723
C  -2.6500  0.9154  -0.6654
C  -2.4892  0.6020  -2.0407
H  -3.0264  -2.7350  -1.9145
H  -3.2264  -2.2477  0.4872
H  -2.8035  -0.6116  2.3724
H  -3.3432  1.0902  2.0159
H  -2.8285  1.9480  -0.3989
H  -2.3255  1.3976  -2.7543
C  3.7352  -1.7681  -3.8135
C  2.8912  -1.5564  -2.5898
C  3.4070  -1.7665  -1.3141
C  2.6271  -1.5782  -0.1817
C  1.3125  -1.1738  -0.3432
C  0.7752  -0.9370  -1.5998
C  1.5648  -1.1362  -2.7158
S  0.3260  -0.9541  1.1106
C  -0.3964  -2.5714  1.2944
O  1.2364  -0.7655  2.2512
H  4.7512  -2.0562  -3.5520
H  3.7804  -0.8596  -4.4152
H  3.3098  -2.5524  -4.4411
H  4.4360  -2.0835  -1.2015
H  3.0295  -1.7338  0.8108
H  -0.2407  -0.5842  -1.7029
H  1.1514  -0.9537  -3.7005
H  0.4342  -3.2284  1.5501
H  -0.8611  -2.8797  0.3623
H  -1.1149  -2.5325  2.1111

Atomic forces in eV per Å
-0.1 -0.1 0.0
0.0 0.0 0.0
-0.1 0.0 0.0
0.1 0.0 0.0
0.0 0.0 0.0
0.0 -0.1 0.0
0.0 0.1 0.0
-0.1 -0.1 0.1
0.0 0.0 0.0
0.0 0.1 0.0
0.0 0.0 0.0
0.0 0.0 0.0
0.0 0.0 0.0
0.0 0.0 0.0
0.0 0.0 0.0
0.0 0.0 0.0
0.0 0.0 0.0
0.0 0.0 0.0
0.0 0.0 0.1
0.0 -0.1 0.1
0.0 0.0 0.0
0.0 0.0 -0.2
0.0 0.1 0.0
0.0 0.0 0.0
0.0 0.0 0.0
0.0 0.0 0.0
0.0 0.0 0.0
0.0 0.0 0.0
0.0 0.0 0.0
0.0 0.0 0.0
0.0 0.0 0.0
0.0 0.0 0.0
0.0 0.0 0.0
-0.1 0.0 0.0
0.0 0.0 0.0
0.0 0.0 0.0
0.1 0.0 0.0
0.0 0.0 0.0
0.0 0.0 0.0
0.0 0.0 0.0
0.0 0.0 0.0
0.0 0.0 0.0
0.0 0.0 0.0
0.0 0.0 0.0
0.0 0.0 0.0
0.0 0.0 0.0
0.0 0.0 0.0
0.0 0.0 0.0
0.0 0.0 0.0

The net charge is +1.



no.,E (a.u.)
1,-587.3066
2,-327.9595
3,-1066.4059
4,-720.4498
5,-4853.7942
6,-5372.9966
7,-2156.7521